A molecular structure, C19H25CeN2O5P at a distorted geometry. Source: the Open Molecules 2025 dataset; level of theory: ωB97M-V with the def2-TZVPD basis set.

Cartesian coordinates (Å):
C (-1.34542, 2.49787, -2.19757)
C (-0.90236, 1.23709, -2.90840)
N (-0.89847, 0.05729, -2.20995)
C (-0.60887, -1.11098, -2.88051)
C (-0.27066, -1.07935, -4.23490)
C (-0.33962, 0.10370, -4.96642)
C (-0.67976, 1.27780, -4.28503)
C (-0.81875, -2.48694, -2.29513)
P (-0.62206, -2.52076, -0.36520)
H (-0.82919, 2.23118, -4.78303)
H (-0.03671, -2.03264, -4.71821)
H (-0.14851, 0.11195, -6.04683)
C (0.65062, 3.05369, -0.86267)
C (-1.53196, 3.59800, 0.00955)
H (-0.05450, -3.13210, -2.63888)
H (-2.44845, 2.52990, -2.15195)
H (-1.01890, 3.37596, -2.77031)
C (1.07084, -3.29867, -0.17579)
C (-1.63288, -3.99995, -0.05581)
H (1.43695, -3.33721, 0.86382)
H (1.06900, -4.33586, -0.55250)
H (1.82610, -2.71961, -0.73081)
H (-1.93361, -4.08402, 1.00179)
H (-2.56505, -3.97216, -0.64299)
H (-1.08002, -4.92431, -0.30750)
H (-1.42513, 4.60534, -0.42671)
H (-2.59218, 3.31668, 0.05065)
H (-1.13044, 3.61464, 1.03305)
H (0.71074, 4.05589, -1.30442)
H (1.05813, 3.08957, 0.14911)
H (1.26269, 2.36810, -1.45449)
C (-1.18622, -1.13742, 2.49429)
O (-1.07806, -1.49802, 3.58174)
Ce (-1.27574, 0.25165, 0.24652)
O (-3.25282, 0.98281, 0.16188)
H (-1.74819, -2.88996, -2.61983)
H (-3.77660, 0.39361, -0.40252)
N (-0.76960, 2.61567, -0.79399)
O (1.65169, 2.30544, 2.62674)
C (1.84711, 1.13650, 3.30460)
C (1.60257, 0.99473, 4.68756)
C (1.68632, -0.29662, 5.22183)
C (2.11640, -1.38682, 4.44456)
C (2.41844, -1.20244, 3.09746)
C (2.20111, 0.04553, 2.52597)
C (2.16218, 0.42458, 1.06013)
O (3.17588, 0.85660, 0.52895)
O (0.95668, 0.27297, 0.52155)
H (1.42113, 2.99677, 3.26244)
H (1.27686, 1.86715, 5.27731)
H (1.40165, -0.45499, 6.27301)
H (2.18408, -2.38199, 4.89050)
H (2.81357, -1.98587, 2.46736)

* lowest unoccupied orbital energy (alpha / beta): -11.766 / -12.896 eV
* molecular weight: 532.51 u
* net charge: +3
* orbital gap (alpha / beta): 0.238 / 0.196 Eh
* highest occupied orbital energy (alpha / beta): -18.242 / -18.242 eV
* spin multiplicity: 2

Atomic partial charges in e from the Mulliken method, atoms 1 to 8:
1. C -1.07
2. C 0.79
3. N 0.26
4. C 0.69
5. C -0.86
6. C -0.63
7. C -0.91
8. C -1.31

A single C19H25ClFN3O3 molecule. Source: the Open Molecules 2025 dataset; level of theory: ωB97M-V with the def2-TZVPD basis set.

Cartesian coordinates (Å):
C (-0.42019, -0.62483, 3.03664)
N (-0.90371, 0.46897, 2.22275)
C (-0.69484, 0.54767, 0.89193)
O (-1.06779, 1.50540, 0.22752)
C (0.01299, -0.61171, 0.20981)
C (1.52858, -0.29737, -0.04507)
C (1.89821, 0.94917, 0.76067)
O (2.04937, 0.90538, 1.96957)
N (2.01795, 2.09644, 0.08070)
C (1.95109, 2.27215, -1.35049)
C (1.28044, 1.06181, -1.99613)
N (1.89580, -0.11596, -1.42469)
C (2.03648, -1.29764, -2.24412)
C (0.78525, -2.11481, -2.50051)
C (0.44179, -3.16174, -1.64777)
F (1.26206, -3.44757, -0.61397)
C (-0.69649, -3.92848, -1.80144)
C (-1.54330, -3.65426, -2.86083)
C (-1.23341, -2.64129, -3.74891)
C (-0.08069, -1.89043, -3.56879)
Cl (0.27544, -0.67295, -4.74226)
C (-1.45587, 1.63755, 2.89100)
C (-0.47160, 2.27545, 3.87452)
C (-1.12306, 3.52607, 4.46564)
O (-2.33670, 3.22103, 5.11617)
C (-3.27752, 2.65104, 4.23778)
C (-2.77019, 1.34523, 3.61889)
H (-0.86849, -1.57145, 2.72760)
H (-0.70224, -0.44664, 4.06972)
H (0.66806, -0.69058, 2.98165)
H (-0.47776, -0.74115, -0.75665)
H (-0.08186, -1.53555, 0.77120)
H (2.12428, -1.12217, 0.35884)
H (2.25193, 2.90927, 0.63420)
H (2.96896, 2.38590, -1.74682)
H (1.38213, 3.17919, -1.57140)
H (0.19880, 1.11076, -1.81034)
H (1.45650, 1.08692, -3.07044)
H (2.45365, -0.97934, -3.20267)
H (2.76824, -1.94341, -1.74830)
H (-0.90129, -4.72278, -1.10185)
H (-2.44014, -4.23649, -3.00021)
H (-1.87789, -2.43088, -4.58753)
H (-1.65906, 2.35331, 2.08507)
H (0.45937, 2.52510, 3.36661)
H (-0.24212, 1.58619, 4.68790)
H (-0.48461, 3.97646, 5.22828)
H (-1.30310, 4.26376, 3.66762)
H (-4.17398, 2.47604, 4.83667)
H (-3.51913, 3.36437, 3.43373)
H (-3.51302, 0.95383, 2.92300)
H (-2.61462, 0.61468, 4.41458)

* lowest unoccupied orbital energy: 0.674 eV
* molecular weight: 397.88 u
* net charge: 0
* energy relative to the best compared isomer or geometry (same formula, charge and spin): 0.00 kJ/mol
* orbital gap: 0.338 Eh
* highest occupied orbital energy: -8.534 eV
* spin multiplicity: 1

Atomic partial charges in e from the Mulliken method, atoms 1 to 8:
1. C -1.15
2. N 0.17
3. C -0.12
4. O -0.74
5. C -0.08
6. C 0.44
7. C -0.48
8. O -0.67

A single C19H25ClFN3O3S molecule at a distorted geometry. Source: the Open Molecules 2025 dataset; level of theory: ωB97M-V with the def2-TZVPD basis set.

Cartesian coordinates (Å):
C (-2.01192, 3.91513, 2.06318)
C (-2.67119, 2.91434, 1.11460)
C (-3.06314, 1.63339, 1.85169)
C (-3.89498, 3.53997, 0.44351)
O (-1.78784, 2.60016, 0.01252)
C (-0.59836, 2.00949, 0.24257)
O (-0.11865, 1.75445, 1.31965)
N (-0.01775, 1.70961, -0.94451)
C (1.32272, 1.18698, -1.04468)
C (2.35094, 2.27319, -1.37312)
C (3.76712, 1.70556, -1.47209)
C (3.99838, 0.88258, -2.74919)
C (4.67179, -0.46687, -2.45664)
C (3.78592, -1.31664, -1.63240)
N (3.86133, -1.54873, -0.36721)
N (2.82270, -2.34218, -0.03032)
C (2.15396, -2.55156, -1.12228)
S (0.73421, -3.49800, -1.34383)
C (0.51970, -4.09344, 0.39016)
C (-0.88579, -3.90336, 0.84483)
C (-1.75589, -4.98480, 0.95441)
F (-1.29939, -6.21522, 0.64460)
C (-3.06460, -4.85729, 1.37793)
C (-3.53656, -3.59806, 1.70415)
C (-2.70797, -2.49535, 1.60346)
C (-1.39759, -2.64631, 1.17351)
Cl (-0.38679, -1.24939, 1.05170)
O (2.70461, -1.93235, -2.18835)
H (-2.71649, 4.20362, 2.83823)
H (-1.70621, 4.80356, 1.51448)
H (-1.13626, 3.46994, 2.52696)
H (-2.18653, 1.18778, 2.31417)
H (-3.49657, 0.92325, 1.14943)
H (-3.79331, 1.86121, 2.62340)
H (-4.33880, 2.83497, -0.25456)
H (-4.63202, 3.81009, 1.19378)
H (-3.60333, 4.43145, -0.10535)
H (-0.46889, 2.05160, -1.77762)
H (1.32582, 0.40374, -1.80853)
H (1.56269, 0.74257, -0.07556)
H (2.31660, 3.02061, -0.57855)
H (2.08020, 2.76539, -2.31098)
H (4.48090, 2.52946, -1.43623)
H (3.94910, 1.07960, -0.59632)
H (4.62953, 1.43579, -3.44574)
H (3.04957, 0.69166, -3.25347)
H (5.60100, -0.31472, -1.90871)
H (4.88245, -0.98342, -3.39512)
H (1.22245, -3.50438, 0.97782)
H (0.79533, -5.14642, 0.39559)
H (-3.68858, -5.73359, 1.44609)
H (-4.55470, -3.47637, 2.03861)
H (-3.06895, -1.51268, 1.86033)

* lowest unoccupied orbital energy: 0.657 eV
* molecular weight: 429.94 u
* net charge: 0
* energy relative to the best compared isomer or geometry (same formula, charge and spin): 12.74 kJ/mol
* orbital gap: 0.343 Eh
* highest occupied orbital energy: -8.678 eV
* spin multiplicity: 1

Atomic partial charges in e from the Mulliken method, atoms 1 to 8:
1. C -1.69
2. C 1.81
3. C -1.68
4. C -1.79
5. O -0.52
6. C 0.50
7. O -0.63
8. N 0.03

A single C19H25F3N4O molecule. Source: the Open Molecules 2025 dataset; level of theory: ωB97M-V with the def2-TZVPD basis set.

Cartesian coordinates (Å):
C (-5.28187, -0.80930, 0.92273)
C (-4.02727, -0.37408, 0.15576)
C (-3.50359, -1.51222, -0.73371)
C (-2.30220, -1.06302, -1.57979)
C (-1.04558, -1.91273, -1.38861)
C (-0.56929, -1.91517, 0.07348)
C (0.93481, -2.08532, 0.13504)
O (1.47967, -3.16737, 0.16315)
N (1.58414, -0.88218, 0.13474)
C (2.94616, -0.64004, 0.14345)
C (3.90742, -1.65110, 0.08039)
C (5.25042, -1.33386, 0.08273)
C (5.65561, -0.00699, 0.15317)
C (7.10886, 0.34897, 0.11995)
F (7.91277, -0.64771, 0.51988)
F (7.52646, 0.68316, -1.12332)
F (7.40619, 1.40858, 0.89489)
C (4.70693, 1.00855, 0.21737)
C (3.36647, 0.69298, 0.21496)
N (-2.94688, 0.05811, 1.02010)
C (-3.01071, 1.38259, 1.59685)
C (-1.59053, 1.97438, 1.68225)
C (-1.02567, 2.21090, 0.32371)
C (-1.43107, 3.11623, -0.62045)
N (-0.62298, 2.92583, -1.70657)
C (0.22935, 1.93032, -1.39000)
N (0.01346, 1.48346, -0.18094)
H (-6.07582, -1.08575, 0.23392)
H (-5.05760, -1.66766, 1.55365)
H (-5.64059, 0.00113, 1.55440)
H (-4.28435, 0.47629, -0.48835)
H (-3.21976, -2.34754, -0.09435)
H (-4.31591, -1.85405, -1.37603)
H (-2.56903, -1.07186, -2.63845)
H (-2.05542, -0.03684, -1.30657)
H (-1.22446, -2.93609, -1.72126)
H (-0.25742, -1.49678, -2.02169)
H (-0.86259, -0.97419, 0.53495)
H (-1.02475, -2.74397, 0.61473)
H (0.99413, -0.03832, 0.12316)
H (3.59113, -2.67933, 0.03158)
H (5.98953, -2.11863, 0.03372)
H (5.02655, 2.03808, 0.27532)
H (2.62449, 1.47482, 0.27182)
H (-2.77844, -0.63866, 1.73667)
H (-3.46134, 1.39721, 2.60123)
H (-3.61870, 2.02072, 0.94976)
H (-1.63277, 2.91714, 2.23194)
H (-0.94101, 1.28299, 2.21910)
H (-2.20010, 3.86001, -0.60440)
H (-0.66232, 3.43775, -2.57251)
H (0.98553, 1.56059, -2.05354)

* lowest unoccupied orbital energy: 0.383 eV
* molecular weight: 382.43 u
* net charge: 0
* orbital gap: 0.320 Eh
* highest occupied orbital energy: -8.329 eV
* spin multiplicity: 1

Atomic partial charges in e from the Mulliken method, atoms 1 to 8:
1. C -1.56
2. C 0.02
3. C -1.02
4. C -0.10
5. C -0.94
6. C 0.38
7. C 0.08
8. O -0.68

2 unconnected molecules or ions with the total composition C19H25F3N4O4 at a distorted geometry. Source: the Open Molecules 2025 dataset; level of theory: ωB97M-V with the def2-TZVPD basis set.

Cartesian coordinates (Å):
N (12.55250, -2.31843, -2.36839)
C (11.54342, -1.79463, -2.62032)
C (10.29282, -1.10944, -2.96170)
C (9.13895, -1.48201, -2.03460)
O (9.14368, -2.55566, -1.45116)
N (8.07689, -0.59099, -1.94348)
C (6.88694, -0.68379, -1.20380)
C (5.92611, 0.30795, -1.44263)
C (4.71191, 0.32135, -0.74590)
C (4.42769, -0.66275, 0.20254)
O (3.25216, -0.60513, 0.90248)
C (2.22941, -1.52223, 0.47905)
F (2.57674, -2.80942, 0.74684)
F (1.96394, -1.38485, -0.84908)
F (1.10074, -1.23108, 1.17455)
C (5.38129, -1.65324, 0.45700)
C (6.59707, -1.66536, -0.23750)
H (10.46617, -0.03310, -2.90911)
H (10.01628, -1.36546, -3.98642)
H (8.16398, 0.23571, -2.52357)
H (6.11346, 1.08563, -2.17537)
H (3.97851, 1.09922, -0.93522)
H (5.18111, -2.41218, 1.20749)
H (7.30299, -2.44973, 0.01066)
C (-8.83953, 1.99872, -0.34572)
N (-7.50304, 1.71506, 0.17056)
C (-6.40400, 1.60369, -0.58243)
O (-6.43816, 1.74033, -1.80222)
C (-5.04387, 1.32566, 0.09376)
C (-4.77516, -0.19164, 0.20340)
C (-3.39024, -0.59078, 0.74803)
C (-3.28966, -2.11348, 0.84759)
C (-2.25126, -0.09294, -0.14575)
N (-4.79523, 2.00310, 1.38543)
C (-5.47407, 1.87703, 2.52895)
C (-5.01118, 2.73831, 3.68044)
O (-6.42365, 1.12130, 2.68237)
H (-9.18827, 1.15263, -0.94039)
H (-8.80892, 2.88515, -0.98237)
H (-9.53033, 2.17037, 0.48082)
H (-7.39773, 1.53574, 1.16394)
H (-4.31321, 1.72100, -0.61164)
H (-5.53960, -0.63248, 0.84445)
H (-4.89364, -0.62949, -0.78909)
H (-3.25819, -0.17854, 1.74842)
H (-4.07359, -2.48920, 1.50573)
H (-2.32156, -2.39156, 1.26436)
H (-3.40135, -2.56513, -0.13833)
H (-2.37795, -0.47175, -1.16027)
H (-1.29796, -0.44080, 0.25012)
H (-2.23468, 0.99529, -0.16352)
H (-4.03495, 2.66320, 1.39651)
H (-5.68502, 2.59122, 4.52421)
H (-4.00350, 2.44423, 3.96730)
H (-5.02520, 3.78536, 3.38299)

* lowest unoccupied orbital energy: 0.158 eV
* molecular weight: 430.43 u
* net charge: 0
* orbital gap: 0.343 Eh
* highest occupied orbital energy: -9.181 eV
* spin multiplicity: 1

Atomic partial charges in e from the Mulliken method, atoms 1 to 8:
1. N -0.39
2. C 0.14
3. C -0.34
4. C 0.52
5. O -0.59
6. N -0.14
7. C 0.62
8. C -0.60

Calculated total energy, respectively: -55516.83104; -45962.21993; -56797.62147; -36271.04942; -42413.01614 eV.